{"formula": "CH2NO3S", "method": "wB97M-V/def2-TZVPD", "elements": ["C", "N", "O", "O", "O", "S", "H", "H"], "coordinates": [[1.333, -0.498, 0.013], [0.238, 0.211, -0.314], [-1.819, -0.584, 0.972], [1.531, -1.737, 0.022], [-2.049, 1.471, -0.679], [-1.515, -0.123, -0.395], [2.052, 0.010, 0.620], [0.230, 1.249, -0.238]], "gap_ev": 8.415, "e_lumo_ev": 4.02, "multiplicity": 1, "total_energy_ha": -717.993296, "charge": -1, "e_homo_ev": -4.396}